The following is a quantum chemistry calculation of a structure of composition C31H34N5O4Si2W at a distorted geometry, from OMol25.

Atoms and positions in Å:
W: -0.289015 -0.464555 -0.001038
O: 3.478069 -1.834132 1.773627
C: 2.420278 -1.178628 1.612907
N: 1.733765 -0.971854 0.514811
C: 2.465215 -1.394385 -0.617852
C: 3.816148 -1.340249 -0.701950
C: 4.438156 -1.722482 -1.889766
C: 3.726117 -2.303452 -2.948184
C: 2.360107 -2.361157 -2.881602
C: 1.698553 -1.842164 -1.742901
N: 0.307081 -1.691940 -1.618169
C: -0.605867 -2.440274 -2.288700
O: -0.415667 -3.371274 -3.094105
C: -2.033706 -1.949008 -1.993002
C: -3.097189 -2.440856 -2.717716
C: -4.314434 -1.831434 -2.582973
C: -4.366360 -0.721181 -1.774185
C: -3.305533 -0.337391 -1.011524
N: -2.090267 -0.959686 -1.098309
C: 1.876393 -0.819862 2.956144
C: 2.567019 0.109465 3.716609
C: 2.240780 0.270484 5.036412
C: 1.206105 -0.473723 5.653391
C: 0.489948 -1.342044 4.785091
N: 0.843569 -1.479744 3.493746
H: 4.331511 -0.917905 0.100130
H: 5.502739 -1.658033 -1.953739
H: 4.240252 -2.599691 -3.859091
H: 1.810369 -2.621528 -3.820875
H: -2.866055 -3.206742 -3.448216
H: -5.122946 -2.121506 -3.198958
H: -5.264556 -0.184839 -1.602942
H: -3.375516 0.473603 -0.273068
H: 3.371023 0.710989 3.319774
H: 2.798202 0.921112 5.676480
H: 1.147099 -0.458029 6.714859
H: -0.337549 -1.914045 5.194049
C: 2.237125 2.354913 0.835917
Si: 0.351488 1.915932 0.868036
C: -0.204521 2.246435 2.640460
C: -0.418546 3.225636 -0.196995
C: -0.698726 4.493648 0.232962
C: -1.203858 5.518779 -0.520108
C: -1.506290 5.334360 -1.873811
C: -1.115454 4.049967 -2.380807
C: -0.635757 2.989856 -1.643141
Si: -0.158211 1.222661 -1.983584
C: 1.589781 1.142635 -2.634989
C: -1.080595 0.573573 -3.576412
H: 2.598385 2.754931 -0.105775
H: 2.857070 1.473478 1.070373
H: 2.473280 3.169281 1.589907
H: 0.097960 3.271946 2.957919
H: 0.207889 1.457846 3.279166
H: -1.263131 2.012817 2.674091
H: -0.500084 4.833211 1.266288
H: -1.410846 6.417908 0.010412
H: -2.118701 6.060099 -2.480309
H: -1.344792 3.878813 -3.442705
H: 2.291892 1.177511 -1.842507
H: 1.957416 1.975842 -3.293160
H: 1.674885 0.237135 -3.190670
H: -0.811028 1.212529 -4.467105
H: -2.185230 0.555387 -3.507804
H: -0.684675 -0.393771 -3.836305
N: -0.492662 -2.533783 1.008523
C: -1.745994 -3.160508 1.370219
C: -2.514471 -2.223376 2.314772
C: -2.739248 -0.764685 1.806473
O: -3.899858 -0.298449 1.750453
O: -1.761480 -0.024443 1.453750
H: 0.158799 -3.104909 0.433307
H: 0.008716 -2.270409 1.872465
H: -1.483106 -4.089119 1.930609
H: -2.324050 -3.342548 0.452583
H: -2.044252 -2.299315 3.266117
H: -3.542954 -2.583679 2.462212

Cartesian forces (eV/Å) of the 6 atoms listed first:
-0.63 0.81 0.45
-0.49 0.66 -0.14
0.43 -1.74 2.16
0.44 0.34 -0.89
-2.25 -0.73 -1.88
0.60 -0.05 -2.12

Computed properties:
E_tot ... -2422.69354 Ha
⟨S²⟩ ... 2.017
HOMO (spin up / spin down) ... -3.911 / -4.440 eV
Frontier orbital gap (spin up / spin down) ... 6.40 / 6.72 eV
Net charge ... -1
2S+1 ... 3
LUMO level (spin up / spin down) ... 2.492 / 2.285 eV